# 1
Computed, not measured: a 6-piece molecular cluster, C28H61I2NO15PS5 overall, with ωB97M-V/def2-TZVPD.

Each atom is followed by the atoms it is bonded to, with distances in Å.
Positions of all 113 atoms, in Å:
1 C -4.4750 4.0631 1.3593  C2 1.557, H18 1.095, H19 1.095, H20 1.094
2 C -4.1962 5.2391 0.3771  C1 1.557, C3 1.523, H21 1.096, H22 1.089
3 C -2.9359 4.9093 -0.4118  C2 1.523, C4 1.375, N12 1.349
4 C -3.0533 3.8873 -1.3249  C3 1.375, C5 1.385, H23 1.085
5 C -1.9772 3.5308 -2.1213  C4 1.385, P6 1.848, C10 1.407
6 P -1.9946 2.1975 -3.4015  C5 1.848, C7 1.863, C8 1.871
7 C -3.7260 2.2159 -4.0884  P6 1.863, H24 1.097, H25 1.093, H26 1.096
8 C -1.6487 0.6149 -2.4656  P6 1.871, C9 1.543, H27 1.094, H28 1.101
9 C -2.5412 -0.5797 -2.8609  C8 1.543, H29 1.094, H30 1.095, H31 1.096
10 C -0.7807 4.2482 -1.9403  C5 1.407, C11 1.349, H32 1.087
11 C -0.7406 5.2483 -1.0363  C10 1.349, N12 1.360, H33 1.087
12 N -1.7890 5.6001 -0.2444  C3 1.349, C11 1.360, C13 1.473
13 C -1.5445 6.6968 0.7084  N12 1.473, I14 2.178, C15 1.575, H34 1.089
14 I -1.8638 6.0767 2.7715  C13 2.178
15 C -2.1763 8.0895 0.3302  C13 1.575, C16 1.548, I17 2.150, H35 1.095
16 C -3.0451 8.7486 1.4289  C15 1.548, H36 1.095, H37 1.098, H38 1.093
17 I -3.2381 8.1337 -1.5389  C15 2.150
18 H -5.3711 4.2715 1.9525  C1 1.095
19 H -4.5561 3.1227 0.8048  C1 1.095
20 H -3.6519 3.9198 2.0655  C1 1.094
21 H -5.0265 5.2395 -0.3387  C2 1.096
22 H -4.1481 6.2063 0.8762  C2 1.089
23 H -4.0088 3.3859 -1.4386  C4 1.085
24 H -4.3287 2.9543 -3.5459  C7 1.097
25 H -4.1988 1.2313 -4.1238  C7 1.093
26 H -3.6625 2.5693 -5.1237  C7 1.096
27 H -0.5992 0.3751 -2.6592  C8 1.094
28 H -1.7126 0.8338 -1.3889  C8 1.101
29 H -2.2487 -0.9227 -3.8580  C9 1.094
30 H -3.6092 -0.3415 -2.8275  C9 1.095
31 H -2.3780 -1.3636 -2.1121  C9 1.096
32 H 0.1135 4.0178 -2.5133  C10 1.087
33 H 0.1949 5.7856 -0.9003  C11 1.087
34 H -0.4666 6.8528 0.7107  C13 1.089
35 H -1.3467 8.7927 0.2062  C15 1.095
36 H -2.4237 9.0606 2.2743  C16 1.095
37 H -3.4553 9.6738 1.0029  C16 1.098
38 H -3.8997 8.1366 1.7269  C16 1.093
39 O 2.1714 0.3430 -2.6594  S40 1.439
40 S 2.7544 -0.9520 -2.4294  O39 1.439, O41 1.429, O42 1.590, C45 1.758
41 O 1.9282 -2.0874 -2.1624  S40 1.429
42 O 3.8454 -0.8204 -1.2805  S40 1.590, C43 1.443
43 C 3.4467 -0.2361 -0.0231  O42 1.443, C44 1.515, H46 1.093, H47 1.089
44 C 2.6590 -1.1976 0.8433  C43 1.515, H48 1.090, H49 1.089, H50 1.090
45 C 3.8564 -1.3388 -3.7434  S40 1.758, H51 1.087, H52 1.088, H53 1.087
46 H 2.8904 0.6873 -0.2006  C43 1.093
47 H 4.3681 0.0360 0.4897  C43 1.089
48 H 1.6912 -1.4304 0.3985  C44 1.090
49 H 2.4822 -0.7658 1.8278  C44 1.089
50 H 3.1963 -2.1384 0.9599  C44 1.090
51 H 4.5047 -0.4850 -3.9225  C45 1.087
52 H 3.2595 -1.5503 -4.6283  C45 1.088
53 H 4.4343 -2.2170 -3.4685  C45 1.087
54 O 0.1858 -0.7129 3.2572  S55 1.429
55 S -1.0280 -0.1318 3.7366  O54 1.429, O56 1.432, O57 1.598, C60 1.762
56 O -2.1451 0.0965 2.8694  S55 1.432
57 O -0.6806 1.2318 4.4937  S55 1.598, C58 1.434
58 C 0.0816 2.1962 3.7557  O57 1.434, C59 1.516, H61 1.092, H62 1.089
59 C -0.7767 2.9155 2.7332  C58 1.516, H63 1.092, H64 1.088, H65 1.085
60 C -1.5869 -1.0371 5.1405  S55 1.762, H66 1.087, H67 1.089, H68 1.087
61 H 0.9430 1.7198 3.2825  C58 1.092
62 H 0.4688 2.9081 4.4835  C58 1.089
63 H -1.1057 2.2260 1.9525  C59 1.092
64 H -0.2184 3.7210 2.2605  C59 1.088
65 H -1.6676 3.3235 3.1997  C59 1.085
66 H -0.7521 -1.1812 5.8214  C60 1.087
67 H -1.9561 -1.9982 4.7855  C60 1.089
68 H -2.3898 -0.4819 5.6192  C60 1.087
69 O 5.1497 0.0725 5.5785  S70 1.431
70 S 5.3684 -1.1479 4.8634  O69 1.431, O71 1.430, O72 1.591, C75 1.761
71 O 4.7285 -1.3887 3.6072  S70 1.430
72 O 5.0782 -2.3759 5.8328  S70 1.591, C73 1.441
73 C 3.8009 -2.4293 6.4970  O72 1.441, C74 1.517, H76 1.092, H77 1.089
74 C 2.6904 -2.8822 5.5674  C73 1.517, H78 1.090, H79 1.091, H80 1.090
75 C 7.0995 -1.4149 4.6816  S70 1.761, H81 1.087, H82 1.088, H83 1.087
76 H 3.5705 -1.4627 6.9489  C73 1.092
77 H 3.9130 -3.1464 7.3086  C73 1.089
78 H 2.4993 -2.1436 4.7885  C74 1.090
79 H 1.7654 -3.0315 6.1261  C74 1.091
80 H 2.9603 -3.8143 5.0707  C74 1.090
81 H 7.5818 -1.2657 5.6439  C75 1.087
82 H 7.4680 -0.6915 3.9573  C75 1.088
83 H 7.2617 -2.4257 4.3157  C75 1.087
84 O 3.8624 -2.9530 -6.6290  S85 1.434
85 S 4.1228 -3.1763 -8.0212  O84 1.434, O86 1.428, O87 1.592, C90 1.760
86 O 4.5029 -2.0990 -8.8784  S85 1.428
87 O 2.8801 -3.9383 -8.6610  S85 1.592, C88 1.439
88 C 1.5713 -3.3602 -8.5029  O87 1.439, C89 1.516, H91 1.092, H92 1.089
89 C 1.3485 -2.1868 -9.4372  C88 1.516, H93 1.090, H94 1.091, H95 1.090
90 C 5.2924 -4.4806 -8.1933  S85 1.760, H96 1.087, H97 1.088, H98 1.087
91 H 1.4081 -3.0754 -7.4616  C88 1.092
92 H 0.8612 -4.1519 -8.7358  C88 1.089
93 H 1.9916 -1.3466 -9.1763  C89 1.090
94 H 0.3126 -1.8501 -9.3832  C89 1.091
95 H 1.5796 -2.4649 -10.4656  C89 1.090
96 H 4.9863 -5.3139 -7.5662  C90 1.087
97 H 6.2586 -4.0985 -7.8702  C90 1.088
98 H 5.3374 -4.7741 -9.2389  C90 1.087
99 O -3.0609 -5.4082 4.9947  S100 1.432
100 S -2.5970 -5.9935 3.7727  O99 1.432, O101 1.430, O102 1.596, C105 1.761
101 O -1.4471 -5.4788 3.0971  S100 1.430
102 O -3.8102 -6.0774 2.7399  S100 1.596, C103 1.437
103 C -4.5364 -4.8753 2.4352  O102 1.437, C104 1.515, H106 1.092, H107 1.089
104 C -3.7657 -3.9844 1.4821  C103 1.515, H108 1.090, H109 1.091, H110 1.090
105 C -2.3917 -7.7274 3.9994  S100 1.761, H111 1.087, H112 1.088, H113 1.087
106 H -4.7985 -4.3455 3.3532  C103 1.092
107 H -5.4689 -5.1906 1.9694  C103 1.089
108 H -2.8664 -3.5913 1.9563  C104 1.090
109 H -4.3780 -3.1389 1.1655  C104 1.091
110 H -3.4503 -4.5438 0.6011  C104 1.090
111 H -3.2801 -8.1274 4.4809  C105 1.087
112 H -1.5194 -7.8735 4.6329  C105 1.088
113 H -2.2310 -8.1907 3.0293  C105 1.087

Output
Calculated total energy = -141885.7152 eV
HOMO level = -10.71 eV
E_LUMO = -3.76 eV
2S+1 = 1
Orbital gap = 6.9 eV
Charge = +1

=====

# 2
Computed, not measured: a 7-piece molecular cluster, C28H61O13P overall, with ωB97M-V/def2-TZVPD.

Each atom is followed by the atoms it is bonded to, with distances in Å.
Positions of all 103 atoms, in Å:
1 C -0.3783 4.2666 0.7238  C2 1.527, H7 1.093, H8 1.094, H9 1.090
2 C -0.2887 3.2993 -0.4541  C1 1.527, C3 1.535, H10 1.097, H11 1.092
3 C -0.4851 3.9067 -1.8499  C2 1.535, O4 1.424, H12 1.093, H13 1.094
4 O -1.3833 5.0113 -1.8885  C3 1.424, C5 1.421
5 C -0.8640 6.3301 -1.7819  O4 1.421, P6 1.908, H14 1.101, H15 1.103
6 P 0.9491 6.6929 -2.2529  C5 1.908, H16 1.428, H17 1.419, H18 1.426, H19 1.450
7 H -0.5556 3.7120 1.6484  C1 1.093
8 H 0.5360 4.8467 0.8798  C1 1.094
9 H -1.2145 4.9532 0.5893  C1 1.090
10 H 0.6801 2.7840 -0.4368  C2 1.097
11 H -1.0387 2.5178 -0.3120  C2 1.092
12 H -0.9328 3.1550 -2.5053  C3 1.093
13 H 0.4699 4.1639 -2.3178  C3 1.094
14 H -1.4492 6.9603 -2.4687  C5 1.101
15 H -1.0253 6.7209 -0.7636  C5 1.103
16 H 0.7231 6.1695 -3.5627  P6 1.428
17 H 0.6672 8.0748 -2.0921  P6 1.419
18 H 1.4328 5.9320 -1.1476  P6 1.426
19 H 2.3248 6.9671 -2.6188  P6 1.450
20 C 1.7845 0.5418 3.1619  C21 1.511, H26 1.091, H27 1.090, H28 1.090
21 C 0.3600 0.0371 3.1499  C20 1.511, O22 1.438, H29 1.091, H30 1.089
22 O -0.3477 0.3818 1.9465  C21 1.438, C23 1.347
23 C -0.3155 -0.3820 0.8375  O22 1.347, C24 1.510, O25 1.203
24 C 0.6450 -1.5424 0.7392  C23 1.510, H31 1.091, H32 1.087, H33 1.086
25 O -1.0391 -0.0811 -0.0755  C23 1.203
26 H 2.3844 0.0763 2.3789  C20 1.091
27 H 2.2402 0.3190 4.1266  C20 1.090
28 H 1.7984 1.6212 3.0116  C20 1.090
29 H 0.3044 -1.0379 3.3252  C21 1.091
30 H -0.2172 0.5218 3.9358  C21 1.089
31 H 1.5715 -1.1933 0.2818  C24 1.091
32 H 0.1977 -2.2918 0.0920  C24 1.087
33 H 0.8871 -2.0158 1.6863  C24 1.086
34 C -1.9845 -2.9875 5.0529  C35 1.511, H40 1.090, H41 1.090, H42 1.091
35 C -1.9675 -2.6214 6.5192  C34 1.511, O36 1.437, H43 1.088, H44 1.088
36 O -0.9959 -1.5854 6.7362  C35 1.437, C37 1.348
37 C -1.2977 -0.2779 6.6112  O36 1.348, C38 1.513, O39 1.202
38 C -2.6917 0.1467 6.2029  C37 1.513, H45 1.092, H46 1.086, H47 1.085
39 O -0.4111 0.5221 6.7497  C37 1.202
40 H -2.2949 -2.1490 4.4295  C34 1.090
41 H -2.6770 -3.8066 4.8584  C34 1.090
42 H -0.9801 -3.2896 4.7511  C34 1.091
43 H -2.9469 -2.3248 6.8901  C35 1.088
44 H -1.6256 -3.4539 7.1315  C35 1.088
45 H -2.7180 0.1991 5.1129  C38 1.092
46 H -2.8553 1.1464 6.5941  C38 1.086
47 H -3.4898 -0.5117 6.5293  C38 1.085
48 C 6.5720 9.2316 -6.5846  C49 1.514, H54 1.090, H55 1.091, H56 1.090
49 C 6.2781 7.8021 -6.1827  C48 1.514, O50 1.432, H57 1.090, H58 1.089
50 O 6.1054 7.6570 -4.7682  C49 1.432, C51 1.356
51 C 4.9204 7.8788 -4.1467  O50 1.356, C52 1.512, O53 1.196
52 C 3.7817 8.5047 -4.9201  C51 1.512, H59 1.090, H60 1.087, H61 1.086
53 O 4.8397 7.6165 -2.9824  C51 1.196
54 H 5.7346 9.8922 -6.3608  C48 1.090
55 H 6.7697 9.2836 -7.6559  C48 1.091
56 H 7.4500 9.5960 -6.0520  C48 1.090
57 H 5.4171 7.3998 -6.7175  C49 1.090
58 H 7.1269 7.1583 -6.4081  C49 1.089
59 H 3.8305 9.5841 -4.7739  C52 1.090
60 H 2.8465 8.1363 -4.5064  C52 1.087
61 H 3.8046 8.2994 -5.9861  C52 1.086
62 C 4.1197 -3.3992 -3.5425  C63 1.513, H68 1.090, H69 1.091, H70 1.090
63 C 3.7908 -4.8158 -3.1243  C62 1.513, O64 1.435, H71 1.090, H72 1.089
64 O 3.3815 -4.8981 -1.7518  C63 1.435, C65 1.349
65 C 2.1074 -4.6845 -1.3620  O64 1.349, C66 1.513, O67 1.201
66 C 1.1044 -4.1261 -2.3468  C65 1.513, H73 1.091, H74 1.087, H75 1.086
67 O 1.8206 -4.8949 -0.2148  C65 1.201
68 H 3.2437 -2.7522 -3.4988  C62 1.090
69 H 4.4954 -3.3929 -4.5662  C62 1.091
70 H 4.8876 -2.9853 -2.8896  C62 1.090
71 H 3.0398 -5.2675 -3.7731  C63 1.090
72 H 4.6773 -5.4458 -3.1675  C63 1.089
73 H 1.1111 -3.0382 -2.2628  C66 1.091
74 H 0.1211 -4.4796 -2.0484  C66 1.087
75 H 1.2741 -4.3896 -3.3863  C66 1.086
76 C -4.1197 -1.1230 0.8839  C77 1.511, H82 1.090, H83 1.090, H84 1.090
77 C -3.4442 -2.4547 1.1179  C76 1.511, O78 1.443, H85 1.090, H86 1.090
78 O -3.8176 -3.0481 2.3789  C77 1.443, C79 1.347
79 C -4.9158 -3.8148 2.5257  O78 1.347, C80 1.509, O81 1.204
80 C -5.9337 -3.8832 1.4140  C79 1.509, H87 1.091, H88 1.086, H89 1.085
81 O -5.0495 -4.4114 3.5627  C79 1.204
82 H -5.2015 -1.2299 0.8005  C76 1.090
83 H -3.7463 -0.6801 -0.0395  C76 1.090
84 H -3.9007 -0.4386 1.7036  C76 1.090
85 H -3.6200 -3.1602 0.3055  C77 1.090
86 H -2.3659 -2.3240 1.2059  C77 1.090
87 H -6.6983 -3.1301 1.6117  C80 1.091
88 H -6.4034 -4.8619 1.4551  C80 1.086
89 H -5.5277 -3.7161 0.4216  C80 1.085
90 C -1.7265 -5.7866 2.0015  C91 1.514, H96 1.091, H97 1.090, H98 1.090
91 C -2.9417 -6.4305 1.3688  C90 1.514, O92 1.436, H99 1.090, H100 1.089
92 O -3.1909 -5.9325 0.0450  C91 1.436, C93 1.353
93 C -2.5898 -6.4370 -1.0572  O92 1.353, C94 1.511, O95 1.199
94 C -1.4751 -7.4442 -0.9006  C93 1.511, H101 1.091, H102 1.086, H103 1.085
95 O -2.9355 -6.0201 -2.1271  C93 1.199
96 H -0.8083 -6.0451 1.4726  C90 1.091
97 H -1.6315 -6.1175 3.0362  C90 1.090
98 H -1.8354 -4.7025 2.0008  C90 1.090
99 H -2.8744 -7.5183 1.3818  C91 1.090
100 H -3.8404 -6.1588 1.9197  C91 1.089
101 H -0.5331 -6.8951 -0.8574  C94 1.091
102 H -1.4649 -8.0646 -1.7919  C94 1.086
103 H -1.5451 -8.0671 -0.0148  C94 1.085

Output
Energy above the lowest of the compared OMol25 structures with the same formula, charge and spin = 117.6 kJ/mol
Calculated total energy = -65928.5070 eV
HOMO level = -7.81 eV
E_LUMO = 0.55 eV
SMILES = CCCOC[PH4].CCOC(C)=O.CCOC(C)=O.CCOC(C)=O.CCOC(C)=O.CCOC(C)=O.CCOC(C)=O
2S+1 = 1
Orbital gap = 8.4 eV